# 1
C27H46N7O5P2S2Ti | ωB97M-V/def2-TZVPD

Properties
**2S+1**: 2
**Charge**: +2
**Relative energy (zero: lowest compared OMol25 entry of this formula, charge and spin)**: 17.8 kJ/mol
**HOMO (alpha / beta)**: -12.7 / -12.7 eV
**Orbital gap (alpha / beta)**: 7.18 / 7.47 eV

Each line ends with the Mulliken spin population.
Cartesian coordinates (Å):
Ti (-0.06453, -0.94663, 0.58308)  0.932
C (1.16942, -2.80570, -3.46446)  -0.001
C (2.25137, -3.33040, -2.52185)  0.003
C (3.51620, -2.47543, -2.64354)  0.002
C (1.79547, -3.44984, -1.07718)  0.000
C (0.46218, -3.31031, -0.69207)  -0.027
C (0.07245, -3.51466, 0.64076)  0.099
C (0.99548, -3.86971, 1.62769)  -0.061
C (0.53824, -4.21464, 3.01587)  -0.002
C (2.32891, -3.97234, 1.24436)  0.024
C (2.71159, -3.77598, -0.07723)  -0.019
H (1.56478, -2.75840, -4.47906)  0.000
H (0.85015, -1.80079, -3.17337)  0.000
H (0.29621, -3.45772, -3.49089)  0.000
H (2.50590, -4.34341, -2.85043)  0.001
H (3.32566, -1.47254, -2.25359)  0.001
H (3.81461, -2.39051, -3.68861)  0.000
H (4.36180, -2.89419, -2.09965)  0.000
H (-0.30985, -3.10907, -1.42652)  0.014
H (-0.98423, -3.50436, 0.89461)  0.007
H (0.35534, -5.28929, 3.07950)  0.000
H (-0.39443, -3.71017, 3.26732)  0.001
H (1.29379, -3.96834, 3.76140)  0.000
H (3.07444, -4.25477, 1.97881)  0.001
H (3.75483, -3.91466, -0.33215)  -0.001
C (3.37539, 0.91768, -3.66343)  0.000
N (2.07751, 1.03266, -2.99427)  0.000
C (0.93922, 1.26854, -3.88934)  -0.001
P (1.84262, 0.87813, -1.41380)  -0.029
O (1.12194, -0.37117, -0.93095)  -0.018
O (0.86917, 2.13847, -1.11684)  -0.002
P (-0.02138, 2.37396, 0.21757)  0.019
O (-0.11665, 1.04911, 0.92862)  0.021
N (0.80096, 3.46739, 1.07825)  0.000
C (1.49661, 4.60832, 0.47608)  0.000
C (0.50813, 3.60185, 2.51062)  0.001
N (-1.46715, 2.90636, -0.25221)  0.000
C (-1.81262, 4.32799, -0.32184)  0.000
C (-2.37944, 2.02524, -0.98519)  0.001
N (3.23994, 1.03450, -0.62675)  0.001
C (3.68827, 0.10781, 0.41465)  -0.002
C (4.03124, 2.25982, -0.75496)  0.000
H (3.31792, 0.16291, -4.44741)  0.000
H (4.14876, 0.62277, -2.96140)  0.000
H (3.64747, 1.87326, -4.11496)  0.000
H (0.95757, 0.53625, -4.69633)  0.000
H (0.98899, 2.27040, -4.31807)  0.000
H (-0.00274, 1.16339, -3.35492)  0.000
H (1.63792, 4.45482, -0.59067)  0.000
H (2.47233, 4.72086, 0.94932)  0.000
H (0.93848, 5.53431, 0.62683)  0.000
H (0.02915, 2.69905, 2.88489)  0.000
H (-0.14467, 4.45647, 2.70274)  0.000
H (1.44215, 3.75007, 3.05251)  0.000
H (-1.20760, 4.90867, 0.36806)  0.000
H (-2.85746, 4.44636, -0.03700)  0.000
H (-1.68102, 4.72265, -1.33175)  0.000
H (-2.11016, 0.98018, -0.84239)  0.004
H (-2.37049, 2.25726, -2.05314)  0.000
H (-3.39336, 2.15928, -0.60819)  0.000
H (3.23938, -0.87432, 0.27784)  0.005
H (3.45085, 0.49125, 1.41058)  0.002
H (4.76928, -0.00813, 0.33752)  0.000
H (3.62418, 2.89820, -1.53805)  0.000
H (5.06276, 2.01558, -1.01058)  0.000
H (4.02751, 2.81577, 0.18425)  0.000
N (-8.05528, 0.75908, 0.07907)  0.000
C (-6.85149, 0.28932, 0.48907)  0.000
C (-5.94949, 1.12954, 1.17092)  0.000
C (-4.72407, 0.65835, 1.57816)  -0.001
C (-4.37997, -0.66734, 1.30700)  0.001
C (-5.25687, -1.51997, 0.63608)  0.000
C (-6.47750, -1.04120, 0.22709)  0.000
S (-2.85864, -1.30436, 1.78824)  0.004
O (-1.92892, -1.18455, 0.53102)  0.019
O (-2.93604, -2.69809, 2.11682)  0.000
N (-2.33612, -0.34363, 2.88775)  0.001
C (-1.09259, -0.51896, 3.36916)  0.003
S (-0.72245, -0.13440, 5.00552)  0.001
C (0.92411, -0.59632, 4.75515)  0.005
C (1.10366, -1.02014, 3.49542)  0.030
N (-0.02890, -0.97022, 2.69463)  -0.033
H (-8.38598, 1.64933, 0.40555)  0.000
H (-8.74870, 0.12312, -0.27258)  0.000
H (-6.24107, 2.14746, 1.39862)  0.000
H (-4.04159, 1.28834, 2.13105)  0.000
H (-4.98449, -2.55274, 0.46281)  0.000
H (-7.17124, -1.69724, -0.28307)  0.000
H (1.64675, -0.54876, 5.55263)  0.000
H (2.03012, -1.39672, 3.08520)  -0.007

=====

# 2
C22H41N2O2P3Pd | ωB97M-V/def2-TZVPD

Properties
**2S+1**: 5
**Charge**: +4
**HOMO (alpha / beta)**: -18.2 / -18.3 eV
**Orbital gap (alpha / beta)**: 6.89 / 4.04 eV

Each line ends with the Mulliken spin population.
Cartesian coordinates (Å):
P (-1.70116, -2.85231, -2.05941)  0.066
C (-3.37302, -2.55377, -2.63194)  0.055
H (-3.80978, -3.44947, -3.10302)  0.009
H (-3.40330, -1.74881, -3.38571)  -0.001
H (-4.01977, -2.26866, -1.78599)  0.002
C (-0.47909, -2.34692, -3.26994)  0.049
H (0.51309, -2.37652, -2.80473)  -0.020
H (-0.69231, -1.34091, -3.63628)  -0.005
H (-0.47825, -3.03883, -4.12040)  -0.001
C (-1.27928, -4.57349, -1.70157)  0.016
H (-1.30276, -5.17735, -2.62337)  -0.001
H (-1.97957, -5.01877, -0.97996)  -0.003
H (-0.25384, -4.61673, -1.29765)  -0.001
P (-0.12634, -1.23235, 3.69271)  0.619
C (-1.84360, -0.66615, 3.95460)  0.096
H (-2.09517, -0.82123, 5.01054)  0.032
H (-2.49666, -1.24241, 3.28620)  -0.004
H (-1.88135, 0.39758, 3.68248)  -0.002
C (-0.20628, -2.93409, 4.36299)  0.068
H (0.82071, -3.31687, 4.43349)  -0.004
H (-0.76824, -3.56168, 3.65756)  -0.003
H (-0.69066, -2.89743, 5.35022)  0.033
C (0.71378, -0.39372, 5.08672)  0.066
H (0.36483, -0.85671, 6.02128)  0.028
H (0.48173, 0.67830, 5.05297)  -0.006
H (1.79563, -0.52968, 4.95591)  0.002
P (1.27885, 3.69966, 0.16942)  0.044
C (0.17276, 5.10513, 0.09442)  0.053
H (0.66313, 5.99097, -0.34384)  0.013
H (-0.18434, 5.39462, 1.09744)  -0.001
H (-0.70471, 4.87823, -0.53556)  -0.001
C (2.84487, 3.95477, 1.04638)  0.019
H (3.36300, 4.85944, 0.68962)  0.001
H (3.50805, 3.09552, 0.84766)  -0.004
H (2.67935, 4.04588, 2.12894)  -0.003
C (1.83151, 3.17535, -1.45959)  0.057
H (2.75323, 3.70704, -1.71935)  0.001
H (1.08405, 3.38228, -2.23118)  0.002
H (2.05465, 2.10301, -1.42114)  -0.023
Pd (2.16092, -1.19881, 0.65504)  0.659
C (-1.29859, -1.87907, -0.57679)  0.563
O (-1.20243, -1.18402, 0.36252)  0.271
C (0.50153, 2.21325, 0.87987)  0.561
O (-0.12579, 1.34517, 1.33240)  0.293
C (4.08991, -0.82747, 1.39721)  0.043
C (4.04398, -0.58801, 0.02049)  0.125
C (3.55089, -1.56889, -0.84668)  -0.041
C (3.10029, -2.78572, -0.32982)  0.126
C (3.11258, -3.01784, 1.04981)  0.046
C (3.61568, -2.03618, 1.90757)  -0.004
H (4.40636, -0.04553, 2.07365)  0.015
H (4.27912, 0.40941, -0.34426)  0.035
H (3.42138, -1.33736, -1.90434)  -0.005
H (2.61118, -3.51901, -0.97985)  0.040
H (2.62357, -3.90131, 1.46859)  0.015
H (3.61137, -2.20676, 2.98483)  -0.002
C (-1.61119, 2.12253, -4.53827)  0.000
C (-1.92741, 1.88131, -3.12407)  0.006
C (-3.03144, 2.20029, -2.33740)  -0.002
C (-2.75280, 1.70507, -1.04333)  -0.006
N (-1.53307, 1.12533, -1.02757)  0.018
N (-1.07732, 1.24219, -2.29047)  -0.009
C (-3.58890, 1.75084, 0.16695)  0.003
H (-2.38342, 1.68261, -5.18614)  0.000
H (-1.58138, 3.20245, -4.74518)  0.000
H (-0.64083, 1.69315, -4.82199)  0.000
H (-3.92282, 2.71619, -2.65082)  0.000
H (-0.16000, 0.86607, -2.52327)  0.004
H (-4.60232, 2.08380, -0.08848)  0.000
H (-3.66234, 0.75730, 0.63256)  0.000
H (-3.18043, 2.44612, 0.91635)  0.000

=====

# 3
C3H5N2O2 | ωB97M-V/def2-TZVPD

Properties
**2S+1**: 1
**Charge**: +1
**Relative energy (zero: lowest compared OMol25 entry of this formula, charge and spin)**: 639.0 kJ/mol
**HOMO**: -15.2 eV
**Orbital gap**: 11.05 eV

Each line ends with the natural charge from an NBO analysis.
Cartesian coordinates (Å):
C (0.03644, -1.81173, -0.96538)  0.661
C (0.68197, 0.88410, 0.85526)  0.146
C (0.28920, 2.17581, 0.41311)  -0.258
N (-1.04401, -1.53920, -0.60264)  0.080
N (-0.55779, 0.93591, 0.88889)  -0.377
O (0.95972, -2.32730, -1.52102)  -0.549
O (-1.95967, -1.08622, 0.06039)  -0.423
H (1.58528, 0.36425, 0.98473)  0.230
H (0.08918, 2.29601, -0.60820)  0.201
H (0.18200, 3.07952, 0.95653)  0.231
H (1.38684, -2.95891, -0.98309)  0.543
H (-1.64915, -0.01224, 0.52142)  0.515

=====

# 4
C7H6ClF2NO | ωB97M-V/def2-TZVPD

Properties
**2S+1**: 1
**Relative energy (zero: lowest compared OMol25 entry of this formula, charge and spin)**: 126.9 kJ/mol
**SMILES string**: FC(F)ON(Cl)c1ccccc1
**HOMO**: -9.5 eV
**Orbital gap**: 9.82 eV

Each line ends with the natural charge from an NBO analysis.
Cartesian coordinates (Å):
F (1.97522, 0.16013, 2.50901)  -0.326
C (2.34086, 1.17479, 1.81066)  0.779
F (2.69020, 2.12945, 2.66834)  -0.330
O (1.23190, 1.49891, 1.12335)  -0.399
N (1.32344, 0.66078, -0.19208)  -0.180
Cl (1.74381, 1.71445, -1.48285)  0.140
C (0.05484, 0.00808, -0.44404)  0.075
C (-0.14450, -1.22868, 0.16395)  -0.202
C (-1.31196, -1.94101, -0.19071)  -0.193
C (-2.33219, -1.27917, -0.90447)  -0.214
C (-2.16862, -0.01148, -1.33106)  -0.200
C (-0.91953, 0.59321, -1.26330)  -0.214
H (3.22887, 1.03912, 1.17382)  0.120
H (0.68828, -1.70936, 0.76732)  0.243
H (-1.52087, -3.01385, 0.28374)  0.229
H (-3.25717, -1.78776, -1.07615)  0.220
H (-2.96994, 0.42527, -2.05448)  0.223
H (-0.65264, 1.56711, -1.56105)  0.229

=====

# 5
C5H10O2 | ωB97M-V/def2-TZVPD

Properties
**2S+1**: 1
**Relative energy (zero: lowest compared OMol25 entry of this formula, charge and spin)**: 534.8 kJ/mol
**HOMO**: -7.8 eV
**Orbital gap**: 8.87 eV

Each line ends with the natural charge from an NBO analysis.
Cartesian coordinates (Å):
C (-2.46356, -0.76122, -0.33273)  -0.607
C (-1.56059, 0.44054, -0.54391)  -0.420
C (-0.38921, 0.38304, 0.36458)  0.047
O (0.62311, -0.51441, -0.02875)  -0.562
C (0.87661, 0.97489, 0.00030)  -0.086
C (3.25413, -0.02273, 0.27472)  0.046
O (2.84021, -1.16621, 0.72616)  -0.648
H (-3.31453, -0.74185, -1.01572)  0.214
H (-1.90111, -1.68684, -0.49830)  0.213
H (-2.84420, -0.77742, 0.69462)  0.203
H (-1.18723, 0.48317, -1.57453)  0.212
H (-2.06973, 1.38599, -0.33188)  0.208
H (-0.59292, 0.32304, 1.43454)  0.181
H (1.84905, -1.16936, 0.54003)  0.512
H (1.46483, 1.48436, 0.76537)  0.215
H (1.08206, 1.33837, -1.00145)  0.211
H (4.33310, 0.02664, 0.52694)  0.061

=====

# 6
C8H31AlO8 | ωB97M-V/def2-TZVPD

Properties
**2S+1**: 2
**Charge**: +1
**HOMO (alpha / beta)**: -12.0 / -12.0 eV
**Orbital gap (alpha / beta)**: 6.99 / 5.18 eV

Each line ends with the natural charge from an NBO analysis.
Cartesian coordinates (Å):
Al (-10.73020, 3.53491, 2.94030)  0.981
C (-7.15395, 1.73318, 1.82074)  -0.347
O (-7.89931, 2.85171, 2.29781)  -0.354
H (-7.72723, 0.94936, 1.32570)  0.243
H (-6.46378, 2.12067, 1.07132)  0.247
H (-6.54490, 1.29771, 2.61291)  0.198
C (-7.80114, -1.76546, -0.52398)  -0.244
O (-6.99274, -2.88912, -0.52751)  -0.736
H (-8.61860, -1.77498, -1.24493)  0.182
H (-8.19059, -1.62551, 0.48441)  0.161
H (-7.17026, -0.88495, -0.64558)  0.155
H (-6.72737, -3.17899, -1.40339)  0.490
C (-5.51837, 3.21592, 4.97511)  -0.259
O (-5.65909, 4.03285, 3.84264)  -0.726
H (-6.22169, 3.56395, 5.73162)  0.161
H (-5.75460, 2.15655, 4.87492)  0.165
H (-4.55415, 3.32073, 5.47250)  0.200
H (-6.33982, 3.65118, 3.28360)  0.461
C (-3.02542, 2.55871, 1.87150)  -0.234
O (-2.21616, 1.61293, 1.25335)  -0.717
H (-2.74503, 3.59753, 1.69732)  0.165
H (-4.08907, 2.41314, 1.68296)  0.152
H (-2.94809, 2.38853, 2.94536)  0.161
H (-1.32599, 1.69414, 1.60349)  0.474
C (-5.29792, 5.08628, 0.28488)  -0.262
O (-6.67794, 5.09392, 0.73480)  -0.736
H (-4.50617, 5.06789, 1.03381)  0.182
H (-5.25074, 4.22114, -0.37649)  0.170
H (-5.03978, 5.92264, -0.36471)  0.202
H (-6.98468, 4.22823, 1.01423)  0.456
C (-8.24552, 6.64402, 4.34296)  -0.255
O (-8.52187, 5.67974, 3.36713)  -0.769
H (-9.16710, 7.15271, 4.62583)  0.183
H (-7.79424, 6.31942, 5.28055)  0.171
H (-7.47980, 7.29401, 3.91955)  0.187
H (-7.63873, 5.41582, 3.09879)  0.496
C (-6.62828, -2.38953, 3.29541)  -0.240
O (-6.00465, -3.07688, 2.20692)  -0.731
H (-6.44663, -1.32645, 3.13744)  0.132
H (-7.71484, -2.47481, 3.28137)  0.152
H (-6.28449, -2.71142, 4.27841)  0.196
H (-6.35363, -2.79654, 1.35767)  0.485
C (-5.09418, 0.94378, -2.17582)  -0.239
O (-6.32550, 1.21865, -2.77855)  -0.736
H (-4.27392, 1.39146, -2.73694)  0.180
H (-5.13792, 1.23876, -1.12740)  0.163
H (-5.00345, -0.14196, -2.14386)  0.162
H (-6.33941, 0.88733, -3.67945)  0.473